1.
C32H29O5 | ωB97M-V/def2-TZVPD

```
66
Properties=species:S:1:pos:R:3:forces:R:3:lowdin_charge:R:1
C -3.517 -1.227 3.285 -0.338 -0.255 0.151 -0.061
C -2.297 -0.349 3.278 0.296 -0.091 0.306 -0.209
O -1.135 -1.140 2.960 0.637 1.067 0.179 -0.022
C 0.056 -0.729 3.480 -0.451 0.833 0.660 -0.397
O 0.203 -0.045 4.489 -0.433 -1.119 -1.482 0.108
C 1.182 -1.187 2.563 -0.469 3.576 0.238 -0.159
C 2.433 -0.311 2.892 -0.340 0.303 -0.732 -0.354
C 3.546 -0.939 3.711 0.141 0.412 0.346 0.005
O 2.491 0.814 2.429 0.198 -0.901 0.541 0.083
C 1.410 -2.601 2.627 0.492 -3.729 -0.104 -0.232
C 2.425 -3.005 1.539 -0.787 0.268 0.389 -0.184
C 3.507 -3.835 1.841 -0.323 0.311 -0.119 -0.029
C 4.474 -4.085 0.886 0.210 0.287 -0.922 -0.001
C 4.361 -3.497 -0.397 -0.706 0.390 0.407 -0.274
O 5.407 -3.662 -1.256 0.008 0.193 -0.972 -0.102
C 5.269 -3.094 -2.585 0.021 -0.339 0.805 -0.074
C 3.213 -2.746 -0.732 0.583 -0.490 -0.007 -0.010
C 2.239 -2.534 0.234 0.406 -0.166 0.248 -0.038
C 0.168 -3.505 2.595 0.340 0.288 -0.027 -0.181
C -0.555 -3.728 3.776 0.446 -0.306 -0.256 -0.016
C -1.504 -4.723 3.868 -0.176 -0.475 -1.153 -0.093
C -2.238 -4.995 5.116 -0.311 0.107 0.583 -0.150
C -2.364 -4.004 6.124 -0.203 -0.389 -0.055 -0.054
C -3.105 -4.246 7.287 0.050 -0.165 -0.234 -0.115
C -3.749 -5.475 7.481 0.033 -0.126 -0.217 -0.128
C -3.625 -6.473 6.504 0.139 0.698 0.265 -0.100
C -2.875 -6.232 5.358 -0.052 -0.207 -0.022 -0.029
C -1.731 -5.568 2.664 0.499 0.122 -0.229 -0.303
O -2.363 -6.643 2.731 -0.493 -0.190 0.125 -0.078
C -1.141 -5.145 1.378 -0.440 -0.012 1.206 -0.095
C -1.473 -5.807 0.109 0.019 0.013 -0.617 -0.145
C -1.149 -5.177 -1.124 -0.278 -0.384 0.142 -0.046
C -1.476 -5.773 -2.341 -0.111 -0.057 0.273 -0.119
C -2.162 -6.993 -2.376 -0.009 -0.117 0.260 -0.130
C -2.471 -7.640 -1.172 0.226 0.557 -0.405 -0.103
C -2.119 -7.060 0.041 -0.057 -0.086 0.159 -0.029
C -0.186 -4.153 1.421 0.019 0.180 0.199 -0.008
H -4.393 -0.582 3.380 -0.062 -0.037 -0.016 0.074
H -3.627 -1.823 2.373 0.166 0.152 0.109 0.088
H -3.518 -1.911 4.140 0.094 0.028 -0.160 0.072
H -2.382 0.437 2.518 0.097 -0.076 0.108 0.126
H -2.117 0.100 4.255 -0.193 0.156 -0.046 0.115
H 0.846 -0.861 1.564 0.161 -0.111 0.337 0.159
H 3.147 -1.677 4.422 0.266 0.244 -0.293 0.084
H 4.263 -1.434 3.027 -0.392 0.173 0.328 0.094
H 4.071 -0.155 4.280 -0.174 -0.223 -0.345 0.090
H 1.848 -2.828 3.609 0.137 -0.012 -0.283 0.134
H 3.572 -4.275 2.841 0.076 0.193 -0.343 0.129
H 5.342 -4.699 1.109 -0.109 0.081 -0.091 0.113
H 6.217 -3.307 -3.082 -0.159 0.042 0.064 0.085
H 4.443 -3.569 -3.138 0.233 0.138 0.222 0.095
H 5.107 -2.005 -2.536 0.067 -0.330 0.016 0.090
H 3.076 -2.326 -1.731 0.067 -0.234 0.371 0.100
H 1.316 -2.026 -0.067 0.482 0.016 0.302 0.127
H -0.326 -3.131 4.662 0.143 -0.175 -0.135 0.115
H -1.898 -3.027 5.977 -0.185 -0.263 0.100 0.095
H -3.198 -3.459 8.040 0.035 -0.214 -0.213 0.090
H -4.355 -5.655 8.370 0.191 0.113 -0.168 0.084
H -4.121 -7.440 6.614 0.135 0.279 0.073 0.093
H -2.800 -7.011 4.605 0.052 0.324 0.188 0.090
H -0.670 -4.194 -1.128 -0.193 -0.396 -0.029 0.095
H -1.213 -5.263 -3.267 -0.101 -0.112 0.130 0.087
H -2.468 -7.430 -3.323 0.126 0.065 0.073 0.082
H -3.003 -8.592 -1.165 0.130 0.183 -0.097 0.092
H -2.367 -7.562 0.974 0.125 0.244 -0.316 0.090
H 0.333 -3.881 0.510 -0.001 -0.255 0.188 0.081
```
Positions in Å, forces in eV/Å.

Calculated values
**SMILES string**: CCOC(=O)[C@@H](C(C)=O)[C@H](c1ccc(OC)cc1)c1cc(-c2ccccc2)c([O-])c(-c2ccccc2)c1
**Total charge**: -1
**DFT total energy**: -43893.2584 eV

2.
C32H30AsN3O3Zr | ωB97M-V/def2-TZVPD

```
70
Properties=species:S:1:pos:R:3:forces:R:3:lowdin_charge:R:1
N 0.620 1.880 -2.194 0.175 1.532 0.906 0.058
C 0.663 3.035 -2.032 0.043 -1.612 -0.579 -0.109
C 0.732 4.469 -1.966 -0.014 0.523 0.058 0.028
H -0.277 4.899 -2.022 0.107 -0.158 -0.040 0.137
H 1.322 4.838 -2.816 -0.076 -0.083 0.063 0.133
H 1.204 4.818 -1.037 -0.040 -0.266 -0.150 0.112
N 2.210 -1.462 -2.397 1.561 -1.023 -0.019 0.017
C 3.180 -2.098 -2.512 -1.119 0.751 0.201 -0.089
C 4.373 -2.875 -2.670 0.429 -0.266 -0.142 0.039
H 5.014 -2.420 -3.429 -0.031 0.087 -0.082 0.133
H 4.127 -3.890 -2.994 -0.142 -0.009 -0.042 0.134
H 4.949 -2.949 -1.742 -0.194 0.146 0.072 0.131
N -1.498 -1.341 -2.159 -0.891 -0.683 0.693 0.055
C -2.527 -1.866 -2.025 0.849 0.530 -0.332 -0.099
C -3.818 -2.504 -1.961 -0.338 -0.178 -0.009 0.030
H -3.825 -3.327 -1.233 0.160 0.163 -0.129 0.124
H -4.062 -2.911 -2.952 0.060 0.071 0.132 0.130
H -4.593 -1.781 -1.672 0.229 -0.010 -0.065 0.132
Zr 0.439 -0.307 -1.787 -1.793 1.241 1.048 1.670
C 0.568 -2.323 -0.326 0.239 -4.637 2.449 -0.003
O 0.586 -3.309 0.275 -0.106 4.205 -2.749 0.196
C 2.296 0.360 -0.274 3.494 1.393 1.898 -0.009
O 3.170 0.748 0.356 -2.989 -1.255 -2.291 0.204
C 0.981 1.002 -5.020 0.485 -0.162 -0.010 -0.102
C -0.408 1.072 -4.896 -0.396 -0.082 0.137 -0.098
C -1.172 -0.107 -4.895 -0.084 0.390 0.129 -0.098
C -0.541 -1.346 -5.018 0.326 -0.375 -0.001 -0.100
C 0.855 -1.415 -5.138 -0.344 -0.349 0.044 -0.099
C 1.614 -0.244 -5.139 0.165 0.469 0.054 -0.099
H 1.574 1.922 -5.065 -0.210 -0.390 -0.021 0.126
H -0.901 2.049 -4.843 0.133 -0.419 -0.055 0.127
H -2.265 -0.055 -4.844 0.435 0.049 -0.048 0.127
H -1.140 -2.263 -5.065 0.277 0.350 -0.014 0.126
H 1.350 -2.383 -5.276 -0.270 0.363 0.021 0.127
H 2.700 -0.300 -5.278 -0.438 0.094 0.018 0.127
O -0.371 0.241 -0.024 0.641 -0.443 -2.008 -0.671
As -0.517 0.314 1.740 -0.197 0.420 1.418 1.359
C 0.813 -0.821 2.518 -0.335 0.011 -0.136 -0.347
C 0.473 -2.120 2.880 -0.188 -0.524 0.329 -0.116
C 1.411 -2.929 3.524 -0.336 0.044 -0.123 -0.025
C 2.678 -2.421 3.824 0.067 -0.150 0.001 -0.009
C 3.009 -1.109 3.482 -0.176 0.358 -0.208 -0.021
C 2.061 -0.300 2.846 0.580 0.171 0.171 -0.121
C -0.093 2.077 2.344 0.076 0.342 -0.006 -0.338
C 0.121 2.213 3.725 0.053 -0.159 0.042 -0.096
C 0.476 3.447 4.268 -0.122 -0.047 -0.239 -0.013
C 0.612 4.552 3.421 0.015 0.072 -0.031 -0.011
C 0.384 4.423 2.045 -0.016 -0.022 -0.120 -0.046
C 0.022 3.185 1.501 0.131 0.132 -0.020 -0.094
C -2.279 -0.206 2.246 -0.454 -0.029 -0.035 -0.315
C -2.817 -1.433 1.840 -0.252 -0.169 0.084 -0.128
C -4.035 -1.867 2.376 0.181 -0.002 -0.205 -0.043
C -4.722 -1.067 3.301 0.094 0.146 0.018 -0.010
C -4.197 0.173 3.688 0.044 -0.179 -0.149 -0.013
C -2.980 0.606 3.153 0.228 0.042 -0.002 -0.062
H -0.546 -2.481 2.700 0.450 -0.036 0.121 0.104
H 1.133 -3.950 3.798 0.163 0.371 0.007 0.135
H 3.406 -3.048 4.346 -0.255 0.218 -0.194 0.138
H 3.994 -0.696 3.710 -0.365 -0.187 0.053 0.134
H 2.280 0.752 2.646 0.050 -0.370 0.132 0.102
H 0.019 1.348 4.381 0.059 0.191 -0.067 0.126
H 0.641 3.535 5.346 -0.060 0.018 -0.435 0.138
H 0.895 5.524 3.842 -0.132 -0.428 -0.231 0.139
H 0.486 5.299 1.388 -0.094 -0.436 0.429 0.119
H -0.167 3.077 0.429 -0.020 0.073 0.383 0.073
H -2.284 -2.049 1.112 -0.143 0.006 0.217 0.084
H -4.441 -2.843 2.078 0.153 0.503 0.175 0.126
H -5.675 -1.410 3.719 0.432 0.123 -0.168 0.138
H -4.731 0.801 4.412 0.249 -0.281 -0.380 0.138
H -2.559 1.567 3.443 -0.211 -0.180 0.032 0.107
```
Positions in Å, forces in eV/Å.

Calculated values
**Total charge**: +4
**Energy above the lowest of the compared OMol25 structures with the same formula, charge and spin**: 0.0 kcal per mole

Which value of total charge does entry 2 give? +4